[1]
# C4H14N2OS

A molecular structure, C4H14N2OS (ωB97M-V/def2-TZVPD, the OMol25 dataset).

ΔE to the lowest compared entry with this formula, charge and spin ... 94.0 kcal/mol
Kohn-Sham gap (alpha / beta) ... 6.291 / 3.722 eV
2S+1 ... 2
Charge ... -1
HOMO energy (alpha / beta) ... -3.23 / -3.22 eV
Lowest unoccupied orbital energy (alpha / beta) ... 0.112 / 0.019 Eh

XYZ file:
```
22
Properties=species:S:1:pos:R:3:forces:R:3
C -1.08827 1.36512 0.22188 -0.7 -0.4 1.9
N 0.13901 2.13839 0.03241 1.7 -1.2 -2.9
C 1.37370 1.11136 -0.66489 0.2 -2.8 3.6
C 0.95991 -0.28506 -1.09438 0.2 -1.0 0.2
S 2.51491 -1.92561 1.18393 0.1 -0.1 0.1
C -0.98209 0.33170 1.39220 0.9 -0.4 -1.1
N -1.89478 -0.79726 1.28978 0.0 0.2 0.6
H -1.84947 2.09743 0.52679 0.1 0.2 -0.2
H -1.53397 0.79002 -0.58352 0.5 0.0 -0.7
H 3.43099 -1.14974 0.58617 0.0 0.0 0.0
H 1.87652 0.91756 0.28228 0.7 0.3 -0.3
H 2.05777 1.55239 -1.37086 -0.2 1.0 -0.2
H 0.68951 -0.92711 -0.24873 -0.5 0.5 0.0
H 0.15791 -0.53238 -1.79775 0.0 0.5 0.0
H -0.99074 0.79681 2.37981 0.0 0.2 0.0
H 0.00727 -0.08518 1.19957 0.1 0.1 0.8
H -1.53336 -1.48672 0.57859 -0.5 0.7 -0.1
H 0.37792 2.03105 -0.99048 -2.5 2.7 -0.5
H -2.73119 -0.43319 0.85685 -0.4 -0.3 -0.1
H 1.85298 -0.84273 -1.37955 0.4 0.3 -0.8
H -1.34317 -2.80318 -1.28353 -0.1 0.1 -0.1
O -1.49136 -1.86368 -1.11656 0.2 -0.5 -0.2
```
Forces are in eV/Å.

[2]
# C17H52N4O11P3S

9 unconnected molecules or ions with the total composition C17H52N4O11P3S (ωB97M-V/def2-TZVPD, the OMol25 dataset).

Kohn-Sham gap ... 6.430 eV
2S+1 ... 1
Charge ... +1
HOMO energy ... -11.43 eV
Lowest unoccupied orbital energy ... -0.184 Eh

XYZ file:
```
88
Properties=species:S:1:pos:R:3:forces:R:3
C 0.88579 -4.57673 0.89963 0.5 0.2 -0.8
C -0.34726 -3.93844 0.15907 0.2 -0.4 0.3
P -1.57849 -3.02208 1.25825 -0.3 -0.5 0.1
C -1.17008 -3.30550 3.09033 -0.7 0.5 0.0
C -1.43479 -1.16353 1.06200 0.8 2.3 0.0
C -0.21323 -0.38241 0.82459 -2.2 -0.3 -0.1
C 1.16077 -1.04438 0.68838 0.6 1.5 0.4
C 1.79044 -1.47417 2.07793 0.8 0.7 -0.6
N 3.01369 -2.27267 1.80300 -0.7 0.4 0.1
C -0.39603 1.07724 0.71074 0.9 -1.9 0.0
N -1.54792 1.70738 0.83404 1.2 -0.4 -0.2
N -2.58998 0.96788 1.07776 -2.7 -2.1 0.4
P -4.14103 1.89837 1.28730 -1.9 4.3 0.7
O -5.18818 1.56912 0.07942 1.1 -0.9 1.4
O -4.77571 1.61011 2.79286 1.6 -1.1 -1.9
S -3.73146 3.79475 1.25298 0.0 -0.9 0.1
C -2.68878 -0.38136 1.18849 4.2 -2.3 0.1
P -4.36447 -1.21924 1.52430 -2.1 0.7 -0.6
N -4.58902 -2.37437 0.22814 0.7 0.7 1.3
O -4.24177 -2.01103 2.99843 0.5 0.0 -1.3
H 0.73827 -5.66784 1.05194 0.0 0.8 0.0
H 1.16067 -4.10468 1.86147 -0.3 -0.3 -0.6
H 1.77330 -4.44296 0.23180 -0.6 -0.3 0.7
H -0.06866 -3.32390 -0.73316 -0.2 -0.3 0.8
H -0.93748 -4.79041 -0.26494 0.2 0.9 0.4
H -0.57327 -4.22739 3.24016 -0.2 0.7 -0.1
H -0.73122 -2.40180 3.57083 0.0 -0.9 -0.3
H -2.17251 -3.43235 3.56962 0.9 -0.1 -0.4
H 1.85023 -0.23383 0.32624 -0.5 -0.7 0.1
H 1.22574 -1.84126 -0.08094 -0.4 0.3 0.7
H 2.14565 -0.53032 2.57005 -1.0 -0.5 -0.1
H 1.07550 -2.00875 2.73306 0.5 0.2 -0.5
H 3.55609 -1.79298 1.07856 0.0 -0.1 0.4
H 3.59295 -2.25239 2.64444 -0.1 -0.3 -0.4
H 0.51369 1.68339 0.51701 -0.9 -0.2 0.2
H -5.69210 2.39483 -0.08082 0.4 -0.2 0.0
H -4.24462 0.93295 3.25820 -0.6 0.2 0.1
H -3.86693 -2.22181 -0.47835 -0.3 -0.4 0.0
H -4.49314 -3.32502 0.59817 0.2 0.3 -0.3
H -5.14471 -2.28050 3.25526 0.4 0.3 0.0
C -4.68604 4.34805 -2.63350 0.0 0.1 0.4
O -3.72543 4.99928 -1.80879 0.1 0.1 0.0
H -4.60883 4.74654 -3.64042 -0.1 0.0 0.1
H -4.48757 3.27178 -2.65505 -0.1 0.0 -0.2
H -5.69379 4.53370 -2.24936 -0.1 -0.1 -0.1
H -3.81365 4.62858 -0.91984 0.1 -0.1 -0.1
C -2.63526 4.49542 -6.63892 0.2 0.0 0.4
O -3.40403 4.27348 -5.45826 0.0 0.0 0.0
H -3.28359 4.38109 -7.50402 0.0 0.0 0.1
H -2.22354 5.50796 -6.62862 0.0 0.0 -0.2
H -1.82685 3.76491 -6.69730 0.0 0.1 -0.2
H -2.81152 4.37907 -4.70562 -0.1 0.0 -0.1
C 6.82790 -2.69769 0.20990 -0.1 -0.2 -0.1
O 5.62235 -2.52824 0.95519 0.0 0.1 0.0
H 7.52285 -1.90619 0.48399 -0.1 0.0 0.1
H 7.27485 -3.66645 0.44545 0.1 0.1 -0.1
H 6.61598 -2.63665 -0.85857 0.1 0.0 0.0
H 5.02332 -3.23859 0.69713 0.1 0.0 0.1
C 5.88440 -4.00550 4.96052 0.1 0.2 -0.1
O 4.57273 -3.49341 4.72497 -0.3 0.1 0.1
H 5.80422 -5.06064 5.21183 -0.1 0.1 0.0
H 6.49375 -3.89336 4.06112 0.1 -0.1 0.1
H 6.34970 -3.47103 5.79157 0.1 -0.1 0.0
H 4.66887 -2.56038 4.50546 0.1 -0.1 0.1
C -1.95945 3.63756 -10.30934 -0.3 -0.2 0.1
O -2.04858 2.67944 -9.25991 0.0 0.0 0.0
H -0.92785 3.97585 -10.38298 0.0 -0.1 0.1
H -2.25747 3.18294 -11.25705 0.1 0.2 -0.1
H -2.60426 4.49316 -10.09087 0.1 0.1 -0.2
H -2.96713 2.39404 -9.21257 0.1 0.0 0.0
C 3.95313 -1.83020 8.10276 -0.1 -0.3 -0.3
O 3.36129 -3.10327 7.88638 -0.1 0.0 0.0
H 3.89137 -1.59408 9.16314 0.0 -0.1 0.0
H 5.00391 -1.84932 7.79921 0.0 0.2 0.1
H 3.41732 -1.06570 7.53219 0.1 0.2 0.1
H 3.42745 -3.29151 6.94188 0.1 -0.1 0.1
C -3.98674 8.28198 -0.06709 0.1 -0.3 -0.1
O -3.53798 7.13490 0.64424 0.0 -0.1 0.1
H -4.23653 9.05985 0.65198 0.0 -0.1 0.0
H -3.19637 8.64382 -0.72914 -0.1 0.1 -0.1
H -4.87511 8.03413 -0.65326 0.0 0.2 -0.1
H -3.32325 6.46347 -0.01310 0.0 0.2 0.0
C 4.80406 -1.45935 -3.56751 0.1 -0.3 -0.2
O 5.28455 -2.61327 -2.88554 -0.1 0.0 0.1
H 4.53511 -0.70673 -2.82821 0.1 -0.1 0.0
H 5.58305 -1.05957 -4.22025 -0.1 0.2 0.0
H 3.92139 -1.71514 -4.15908 0.0 0.2 0.0
H 5.51714 -3.26516 -3.55561 0.0 0.0 0.1
```
Forces are in eV/Å.

| no. | electronic energy (eV) |
| --- | --- |
| 1 | -20232.8577 |
| 2 | -85645.9340 |